1.
Computed, not measured: the ion C6H11N2O with charge +1 in a non-equilibrium geometry, with ωB97M-V/def2-TZVPD.

XYZ file:
```
20
Properties=species:S:1:pos:R:3:forces:R:3
C 0.977 0.762 0.878 0.06 -0.40 0.91
C 2.124 -0.468 -0.702 0.31 -2.27 -4.34
C -0.406 0.383 0.526 -1.68 -0.39 -1.02
C -0.586 -0.386 -0.765 1.31 1.76 -0.40
C 1.241 1.486 2.122 -0.02 1.66 0.95
C -0.799 -1.837 -0.653 -1.43 -1.41 -3.28
N 1.961 0.170 0.305 0.58 2.47 3.37
N -1.558 0.355 -1.728 -2.51 -1.79 5.17
O 2.682 -1.051 -1.521 -0.43 -0.06 0.19
H -0.398 -0.427 1.393 -1.00 1.54 -0.91
H -1.153 1.295 0.559 1.34 -1.73 0.96
H 1.188 2.605 1.950 -0.12 -1.07 0.03
H 2.219 1.307 2.589 -0.26 -0.17 -0.49
H 0.456 1.244 2.857 0.19 0.24 -0.29
H -1.610 -2.198 -0.047 -0.75 -0.04 0.59
H 0.080 -2.289 -0.295 1.19 -0.73 0.53
H -0.973 -2.384 -1.712 0.51 1.35 2.16
H -1.108 1.082 -2.170 0.90 2.44 -0.90
H -2.495 0.621 -1.160 2.32 -0.07 -1.91
H -1.843 -0.271 -2.426 -0.50 -1.33 -1.32
```
Forces are in eV/Å.

**Kohn-Sham gap (spin up / spin down)**: 0.2276 / 0.2276 Eh
**Spin multiplicity**: 1
**LUMO (spin up / spin down)**: -4.93 / -4.93 eV
**Highest occupied orbital energy (spin up / spin down)**: -11.13 / -11.13 eV
**Calculated total energy**: -11417.3641 eV
**Net charge**: +1



2.
Computed, not measured: the ion C6H11N2O2 with charge -1 in a non-equilibrium geometry, with ωB97M-V/def2-TZVPD.

XYZ file:
```
21
Properties=species:S:1:pos:R:3:forces:R:3
C 2.425 1.114 -0.087 1.58 0.65 1.90
C 1.403 0.340 -0.792 -0.29 -1.77 -2.05
N 0.696 -0.664 -0.076 0.52 -0.99 0.94
O 0.666 -1.895 -0.732 0.57 -0.04 -0.32
C -0.685 -0.140 0.284 0.11 -0.33 0.10
C -1.705 -1.169 -0.227 0.78 0.56 -1.59
C -0.625 0.021 1.832 0.34 3.78 0.16
C -0.794 1.096 -0.524 2.40 -1.37 0.56
N 0.320 1.299 -1.166 -1.36 1.34 -0.16
O 0.558 2.248 -1.977 0.24 0.40 -0.46
H 2.096 1.462 0.870 -0.85 0.26 0.72
H 2.495 1.990 -0.686 1.01 0.92 -0.52
H 3.404 0.668 0.240 -0.84 -0.11 -1.29
H 1.922 -0.034 -1.765 -1.49 0.23 1.40
H -2.537 -1.275 0.423 -0.82 -0.30 0.62
H -0.976 -2.020 -0.368 -0.80 -0.14 0.10
H -2.049 -0.910 -1.294 0.35 -0.26 1.59
H -0.598 -0.902 2.280 0.41 -2.32 0.95
H -1.338 0.623 2.449 -0.84 -0.46 -1.17
H 0.256 0.653 2.172 -0.25 -1.23 -0.92
H -1.698 1.615 -0.601 -0.78 1.20 -0.58
```
Forces are in eV/Å.

**Kohn-Sham gap**: 0.2119 Eh
**Spin multiplicity**: 1
**SMILES string**: C[C@H]1N([O-])C(C)(C)C=[N+]1[O-]
**LUMO**: 3.79 eV
**Highest occupied orbital energy**: -1.97 eV
**Calculated total energy**: -13471.0474 eV
**Net charge**: -1



3.
Computed, not measured: the ion C6H11N2O2 with charge +1 in a non-equilibrium geometry, with ωB97M-V/def2-TZVPD.

XYZ file:
```
21
Properties=species:S:1:pos:R:3:forces:R:3
H -1.175 -2.611 1.142 -0.59 1.17 -1.48
N -1.112 -2.238 0.156 0.74 -3.86 2.51
C -0.950 -1.132 -0.256 -0.75 4.42 -1.14
C -0.513 -0.680 -1.654 -1.19 0.04 -1.68
C 0.789 -1.207 -2.263 0.17 0.87 -0.52
N -0.505 0.773 -1.155 2.45 -0.02 -0.28
C -1.237 0.551 0.091 1.29 -3.76 1.14
O -0.699 1.045 1.261 -1.62 0.81 -0.02
C 0.596 1.066 1.549 2.85 -0.83 -0.54
C 0.938 1.257 2.963 -0.49 1.31 -0.41
O 1.501 0.880 0.744 -1.64 0.14 -0.38
H -1.370 -0.703 -2.468 1.60 -0.34 1.72
H 1.734 -1.240 -1.746 -0.07 0.74 1.29
H 1.041 -0.690 -3.190 -0.38 0.03 -0.15
H 0.709 -2.235 -2.496 -0.83 -1.16 -0.48
H 0.504 1.038 -0.990 -0.86 -0.22 0.51
H -0.893 1.453 -1.746 -0.80 1.13 -1.30
H -2.306 0.719 0.036 0.07 0.48 -0.05
H 0.929 2.309 3.223 0.80 0.40 -0.22
H 1.809 0.713 3.190 1.41 -0.07 0.12
H 0.210 0.934 3.609 -2.16 -1.25 1.35
```
Forces are in eV/Å.

**Kohn-Sham gap**: 0.3712 Eh
**Spin multiplicity**: 1
**SMILES string**: [H]/N=C1/[C@H](C)[NH2+][C@@H]1OC(C)=O
**LUMO**: -3.49 eV
**Highest occupied orbital energy**: -13.59 eV
**Calculated total energy**: -13466.7271 eV
**Net charge**: +1



4.
Computed, not measured: the ion C6H11N2O3 with charge +1 in a non-equilibrium geometry, with ωB97M-V/def2-TZVPD.

XYZ file:
```
22
Properties=species:S:1:pos:R:3:forces:R:3
C 0.937 -0.868 -1.898 -1.64 -1.09 2.27
C -1.194 0.221 -2.150 -0.46 -0.24 0.40
C -1.393 1.449 -4.209 -0.12 1.26 -3.56
C -0.177 -0.679 2.630 -0.55 -1.18 4.58
C 0.758 0.025 3.626 -0.69 0.85 2.44
C 0.185 -1.519 0.405 -0.29 -2.14 0.01
N 0.793 -1.396 -0.744 0.34 0.55 -1.55
N 0.352 -0.687 1.362 2.35 1.58 -0.68
O 0.066 -0.166 -2.614 0.04 0.95 -1.17
O 1.482 0.974 2.941 0.74 2.85 -0.80
O -1.813 0.923 -3.039 0.14 -1.67 4.00
H 1.823 -1.100 -2.422 0.91 0.05 -0.72
H -1.837 2.434 -4.283 -0.85 -0.08 -0.24
H -1.733 0.777 -5.018 0.32 0.59 0.17
H -0.380 1.742 -4.323 1.45 -0.75 0.34
H -0.420 -1.579 3.225 -0.19 -0.31 -1.39
H -1.022 -0.092 2.498 -2.08 1.07 0.61
H 1.475 -0.574 4.190 -0.03 -0.84 -0.64
H 0.220 0.516 4.513 -0.02 -0.78 -1.52
H -0.308 -2.540 0.687 0.60 2.02 -0.82
H 0.899 0.236 1.392 -0.23 -1.26 -1.32
H 1.288 1.903 3.233 0.27 -1.42 -0.41
```
Forces are in eV/Å.

**Kohn-Sham gap**: 0.3550 Eh
**Spin multiplicity**: 1
**LUMO**: -3.62 eV
**Highest occupied orbital energy**: -13.28 eV
**Calculated total energy**: -15511.9400 eV
**Net charge**: +1



5.
Computed, not measured: the ion C6H11N2O5 with charge +1 in a non-equilibrium geometry, with ωB97M-V/def2-TZVPD.

XYZ file:
```
24
Properties=species:S:1:pos:R:3:forces:R:3
C -0.418 2.610 0.082 1.30 1.21 -1.03
C 1.766 2.969 -0.990 4.41 -3.95 2.54
C 0.809 2.055 -0.243 0.38 1.69 -0.98
C 1.437 -2.754 -0.727 -2.20 -0.51 1.20
C -2.408 -1.774 0.507 -0.58 2.09 -1.17
C -0.066 -1.490 0.847 2.73 -1.03 -1.83
N 1.259 0.803 -0.058 -3.22 -0.83 0.62
N -1.481 2.126 0.629 -3.41 2.79 0.45
O 1.558 3.952 -1.549 -2.25 3.67 -1.97
O 0.245 -0.036 0.106 -2.18 0.29 -0.49
O 2.406 0.475 0.027 4.26 -0.90 0.26
O 0.126 -2.329 -0.190 -1.02 0.81 0.50
O -1.257 -1.382 1.320 -1.78 -0.34 0.08
H -0.411 3.636 -0.284 -0.58 0.04 0.35
H 2.875 2.633 -0.870 -1.58 -0.05 -0.17
H 1.067 -3.338 -1.542 0.35 -0.55 -0.54
H 1.761 -3.371 0.082 1.21 -0.47 0.05
H 2.108 -2.009 -1.081 0.29 1.00 0.19
H -2.535 -0.953 -0.282 -0.12 -0.76 1.16
H -3.307 -1.750 1.212 1.49 -0.62 -1.18
H -2.179 -2.621 -0.156 -0.38 -0.29 1.11
H 0.649 -1.473 1.632 0.86 -0.11 0.60
H -1.716 1.189 0.817 0.38 -1.47 0.32
H -2.293 2.830 0.711 1.64 -1.71 -0.06
```
Forces are in eV/Å.

**Kohn-Sham gap (spin up / spin down)**: 0.2781 / 0.2375 Eh
**Spin multiplicity**: 3
**LUMO (spin up / spin down)**: -3.77 / -7.72 eV
**Highest occupied orbital energy (spin up / spin down)**: -11.34 / -14.18 eV
**Calculated total energy**: -19602.7223 eV
**Net charge**: +1



6.
Computed, not measured: a cluster of 2 separate species, C6H11N2OP in total in a non-equilibrium geometry, with ωB97M-V/def2-TZVPD.

XYZ file:
```
21
Properties=species:S:1:pos:R:3:forces:R:3
C -3.443 2.848 0.081 -1.82 1.20 -0.73
C -1.431 1.419 -1.096 -0.04 1.10 -1.34
C -2.081 2.902 0.503 0.74 -3.04 -1.75
C 1.805 -1.123 1.616 0.33 -0.36 -2.03
C 2.432 -1.761 0.297 0.36 1.32 0.54
C 1.563 -1.379 -0.908 0.48 2.36 1.06
N -4.538 2.941 -0.331 2.10 -0.48 0.81
N -1.076 0.240 -1.281 -1.17 2.30 -0.45
O 0.247 -1.957 -0.909 0.98 -0.23 -0.51
P -0.981 -1.088 -0.270 0.04 -1.74 1.91
H -1.551 2.092 -2.018 0.16 -0.56 1.44
H -1.849 2.298 1.374 0.06 0.49 0.13
H -1.441 3.744 0.219 -0.49 -0.33 0.22
H 1.539 -0.068 1.466 0.23 -0.18 -0.06
H 0.866 -1.664 1.705 0.00 0.07 0.69
H 2.433 -1.190 2.484 0.20 -0.32 0.40
H 2.345 -2.800 0.361 -0.07 -1.92 0.45
H 3.555 -1.616 0.114 -1.66 0.46 0.20
H 1.399 -0.267 -0.736 0.44 -0.89 -0.95
H 2.130 -1.551 -1.838 -0.84 -0.10 0.12
H -1.924 -2.019 -0.835 -0.02 0.86 -0.13
```
Forces are in eV/Å.

**Kohn-Sham gap (spin up / spin down)**: 0.2872 / 0.2872 Eh
**Spin multiplicity**: 1
**LUMO (spin up / spin down)**: -0.38 / -0.38 eV
**Highest occupied orbital energy (spin up / spin down)**: -8.19 / -8.19 eV
**Calculated total energy**: -20712.5525 eV



7.
Computed, not measured: the ion C6H11N2OS with charge +1 in a non-equilibrium geometry, with ωB97M-V/def2-TZVPD.

XYZ file:
```
21
Properties=species:S:1:pos:R:3:forces:R:3
C 2.412 1.857 1.900 1.17 -1.04 2.34
N 1.784 1.484 0.680 -2.37 -1.67 -0.99
C 0.675 0.704 0.573 1.77 0.94 1.03
C 0.097 0.135 1.768 2.07 -1.51 2.20
O 0.203 0.503 -0.590 -0.55 -0.14 -2.11
C -1.059 -0.168 -1.008 1.30 2.11 -0.61
N -1.484 -1.176 -0.481 -0.14 -0.80 1.32
C -2.749 -1.596 -1.084 2.07 -3.82 1.47
C -3.249 -0.713 -2.129 2.29 0.98 -2.34
S -1.823 0.598 -2.401 -0.40 -1.04 0.35
H 1.707 2.262 2.604 -0.39 0.25 0.15
H 2.913 1.004 2.426 -0.66 0.19 -0.54
H 3.246 2.547 1.878 -0.21 0.45 -1.10
H 2.217 1.691 -0.185 0.43 0.55 -0.94
H 0.934 0.048 2.529 -0.57 -0.27 -0.99
H -0.425 0.882 2.304 -1.60 0.65 0.28
H -0.325 -0.881 1.692 -0.34 1.00 -0.29
H -3.407 -1.708 -0.217 -0.28 -0.30 -0.46
H -2.444 -2.647 -1.507 -1.12 1.73 0.83
H -3.378 -1.321 -3.045 -0.48 1.10 0.32
H -3.981 -0.059 -1.798 -1.98 0.63 0.07
```
Forces are in eV/Å.

**Kohn-Sham gap**: 0.3385 Eh
**Spin multiplicity**: 1
**SMILES string**: C/[NH+]=C(\C)OC1=NCCS1
**LUMO**: -3.55 eV
**Highest occupied orbital energy**: -12.76 eV
**Calculated total energy**: -22255.2347 eV
**Net charge**: +1



8.
Computed, not measured: a structure of composition C6H11N2Rb in a non-equilibrium geometry, with ωB97M-V/def2-TZVPD.

XYZ file:
```
20
Properties=species:S:1:pos:R:3:forces:R:3
Rb 14.931 9.251 -16.269 -0.05 0.32 -0.23
C 12.473 2.539 -15.568 0.66 -0.05 -0.23
C 13.561 2.370 -14.501 -0.79 -1.00 -0.47
N 13.928 3.644 -13.884 0.47 -0.21 -0.37
C 13.193 4.335 -12.963 0.24 0.32 0.29
C 13.884 5.479 -12.689 -0.54 -0.48 0.14
N 15.015 5.451 -13.460 0.36 0.40 -0.20
C 15.026 4.333 -14.191 -0.48 0.02 0.43
C 16.032 6.496 -13.464 0.80 -0.19 -0.09
H 12.793 3.315 -16.265 -0.36 0.16 0.04
H 11.493 2.724 -15.138 0.01 0.30 0.00
H 12.388 1.633 -16.168 0.07 -0.12 0.20
H 14.453 1.899 -14.908 0.15 0.30 -0.09
H 13.196 1.663 -13.755 0.15 0.33 0.37
H 12.289 3.928 -12.546 -0.06 0.09 0.00
H 13.678 6.261 -11.979 0.03 0.04 -0.03
H 15.787 4.040 -14.893 0.04 -0.06 0.02
H 16.158 6.894 -12.461 -0.34 0.23 -0.04
H 15.834 7.279 -14.208 -0.20 -0.22 0.41
H 17.010 6.074 -13.702 -0.16 -0.18 -0.15
```
Forces are in eV/Å.

**Kohn-Sham gap**: 0.3614 Eh
**Spin multiplicity**: 1
**LUMO**: -7.03 eV
**Highest occupied orbital energy**: -16.87 eV
**Calculated total energy**: -10021.6940 eV
**Net charge**: +2



9.
Computed, not measured: the ion C6H11N2S with charge +1 in a non-equilibrium geometry, with ωB97M-V/def2-TZVPD.

XYZ file:
```
20
Properties=species:S:1:pos:R:3:forces:R:3
C -0.653 2.144 1.710 -0.09 0.65 -3.38
C 2.346 1.905 0.282 7.88 4.57 1.65
C -0.307 2.109 0.441 2.75 -2.75 -1.49
C 0.385 -0.706 -0.516 -3.10 -2.61 0.81
C 0.474 -1.774 -1.527 0.60 0.36 -1.17
C -1.985 -2.038 0.039 0.05 0.08 -1.16
N 1.333 0.122 -0.441 2.31 3.35 1.36
N 1.255 1.276 0.153 -8.88 -2.33 -0.84
S -0.987 -0.660 0.591 0.32 -0.36 -0.81
H -1.622 2.464 1.898 -1.59 0.81 0.73
H -0.037 1.773 2.432 1.53 -0.68 2.01
H 3.266 1.323 0.324 -0.29 0.07 -0.15
H 2.457 2.932 0.677 -0.75 -0.79 -0.51
H -0.751 2.072 -0.595 0.26 0.81 1.66
H 0.714 -2.797 -1.093 -0.91 1.13 -0.57
H -0.556 -1.578 -1.979 1.63 -1.48 -0.48
H 1.379 -1.499 -2.200 -1.90 -0.54 0.75
H -1.534 -2.953 0.293 0.74 -1.21 0.43
H -2.262 -2.108 -1.020 0.46 0.56 0.12
H -2.915 -2.004 0.533 -1.02 0.37 1.03
```
Forces are in eV/Å.

**Kohn-Sham gap (spin up / spin down)**: 0.2544 / 0.2475 Eh
**Spin multiplicity**: 3
**LUMO (spin up / spin down)**: -3.41 / -7.41 eV
**Highest occupied orbital energy (spin up / spin down)**: -10.34 / -14.14 eV
**Calculated total energy**: -20201.5792 eV
**Net charge**: +1



10.
Computed, not measured: an isolated molecule of C6H11N3 in a non-equilibrium geometry, with ωB97M-V/def2-TZVPD.

XYZ file:
```
20
Properties=species:S:1:pos:R:3:forces:R:3
C 0.290 -0.983 3.110 1.38 2.31 1.17
N 1.090 -0.362 2.241 -1.24 -2.67 2.34
N 0.832 -0.580 0.947 -1.78 -1.36 0.63
C 1.762 -0.410 -0.069 -0.31 -0.09 0.68
C 1.314 -0.378 -1.307 1.88 1.87 -3.31
C -0.009 -0.587 -1.917 -1.77 -0.23 -1.69
N -1.212 -0.109 -1.681 2.77 -0.32 1.12
C -1.313 0.899 -0.492 1.61 -1.07 -0.41
C -2.118 2.091 -1.034 -3.99 -0.86 1.89
H -0.745 -1.483 2.893 2.11 0.69 0.09
H 0.627 -0.776 4.262 -1.24 -0.62 -3.09
H -0.088 -1.112 0.814 1.93 0.96 -0.60
H 2.860 -0.395 0.093 -1.11 0.40 0.58
H 2.090 0.007 -2.123 -1.50 -1.53 1.71
H 0.196 -1.258 -2.906 -1.23 1.46 2.19
H -0.253 1.167 -0.180 -1.43 -0.08 -0.28
H -1.792 0.330 0.446 0.59 1.51 -2.22
H -1.905 2.750 -1.841 1.93 0.38 -0.44
H -2.517 2.796 -0.141 0.64 -1.81 -2.06
H -2.982 1.544 -1.613 0.75 1.05 1.70
```
Forces are in eV/Å.

**Kohn-Sham gap**: 0.3232 Eh
**Spin multiplicity**: 1
**SMILES string**: C=NN/C=C\C=N/CC
**LUMO**: 0.55 eV
**Highest occupied orbital energy**: -8.24 eV
**Calculated total energy**: -10865.5634 eV



11.
Computed, not measured: a structure of composition C6H11N3 in a non-equilibrium geometry, with ωB97M-V/def2-TZVPD.

XYZ file:
```
20
Properties=species:S:1:pos:R:3:forces:R:3
C 0.022 0.386 -3.396 -0.39 -1.52 -2.25
C -0.413 0.128 0.102 -1.93 5.27 -3.92
C -1.070 -0.605 1.898 0.37 -1.52 2.01
C 0.463 -0.521 2.071 -5.72 -3.20 1.53
C 1.262 0.632 1.903 -0.73 2.42 -0.77
C 0.796 -0.310 0.734 3.32 -0.32 -3.88
H -1.623 0.279 -3.456 4.84 0.25 -0.20
H 0.766 -0.698 -3.973 -2.59 3.88 0.63
H 0.449 1.804 -3.946 -1.23 -4.04 1.74
H 1.402 0.365 -1.764 -4.12 -1.47 -0.79
H -2.363 0.175 0.755 3.64 3.32 1.12
H -1.411 -1.651 1.165 1.17 2.77 2.52
H -1.552 -0.591 2.869 -0.67 -0.28 0.00
H 0.715 -1.408 2.504 1.91 -1.87 1.62
H 2.078 0.416 2.495 2.65 -0.09 0.13
H 0.946 1.712 2.004 -0.05 -1.60 -0.47
H 1.218 -1.084 0.064 1.15 0.74 0.87
N 0.297 -0.069 -2.045 2.30 3.07 0.53
N -0.745 0.403 -1.166 2.61 -1.73 3.47
N -1.239 0.639 1.182 -6.52 -4.07 -3.91
```
Forces are in eV/Å.

**Kohn-Sham gap**: 0.3271 Eh
**Spin multiplicity**: 1
**LUMO**: 0.67 eV
**Highest occupied orbital energy**: -8.23 eV
**Calculated total energy**: -10858.1921 eV



12.
Computed, not measured: an isolated molecule of C6H11N3 in a non-equilibrium geometry, with ωB97M-V/def2-TZVPD.

XYZ file:
```
20
Properties=species:S:1:pos:R:3:forces:R:3
H -2.464 0.668 0.275 1.14 0.59 0.24
N -2.783 0.480 -0.649 0.27 -3.55 -3.59
C -1.988 -0.162 -1.539 -4.08 2.32 2.54
N -0.700 -0.031 -1.610 6.24 -2.50 -1.87
C 0.228 0.236 -0.517 -0.79 -2.79 0.44
C 1.518 0.175 -0.796 1.58 2.34 1.48
C 2.434 0.419 0.421 2.96 -1.18 -4.80
C 1.498 0.556 1.485 -1.14 -2.50 6.03
C 0.061 -0.075 1.073 -0.17 2.34 -0.82
N -0.386 -1.411 1.553 0.99 0.48 2.97
H -2.291 -0.769 -2.422 -1.02 0.88 0.68
H -0.151 -0.649 -2.477 -2.27 2.41 3.43
H 1.998 0.309 -1.727 0.00 -0.31 -1.33
H 3.312 -0.397 0.289 -2.15 1.23 1.35
H 3.043 1.334 0.306 -0.41 -0.15 -0.28
H 1.265 1.641 1.816 0.73 -1.89 -0.54
H 2.074 -0.105 2.435 -2.27 2.12 -1.99
H -0.633 0.629 1.529 -0.18 0.42 -0.36
H -1.438 -1.545 1.487 1.77 0.65 0.11
H -0.130 -1.280 2.675 -1.20 -0.90 -3.68
```
Forces are in eV/Å.

**Kohn-Sham gap**: 0.3267 Eh
**Spin multiplicity**: 1
**SMILES string**: [H]/N=C\NC1=CCC[C@@H]1N
**LUMO**: 0.58 eV
**Highest occupied orbital energy**: -8.31 eV
**Calculated total energy**: -10865.9920 eV